# 1
Below is a single C3H8O4P2 molecule, with properties calculated with ωB97M-V/def2-TZVPD.

```
17
Properties=species:S:1:pos:R:3:forces:R:3:nbo_charge:R:1
O 0.275534 -2.042431 -1.242139 0.1 1.4 0.9 -0.297
H -1.244366 -1.053975 0.069801 -3.2 -1.1 -0.7 0.204
O 0.705155 2.124446 -0.011139 -1.2 -1.6 -0.4 -0.474
C -0.406995 -0.600927 0.405050 3.4 1.5 4.3 -0.492
H 0.868396 -3.251767 -2.510229 -0.1 -0.1 0.0 0.470
C 0.657541 -0.729448 -0.617132 0.8 -1.7 -0.7 -0.029
O 1.275684 -2.441050 -2.186645 0.4 0.5 0.0 -0.458
C 0.581546 0.397310 -1.605169 -1.8 2.3 -0.5 -0.108
P -0.072172 -0.025543 2.037590 -0.5 -1.5 -2.4 0.417
H -1.929776 0.860054 3.767217 -0.2 -0.2 -0.5 -0.004
H 1.707491 -0.752713 -0.206603 -1.0 -0.3 -0.4 0.215
P -2.105865 -0.252963 2.863076 -0.8 1.4 0.0 -0.066
H 1.045552 0.242643 -2.611597 -0.6 -0.4 0.8 0.237
H -2.217324 -1.070428 3.992143 0.8 -0.7 0.1 0.007
O 1.370609 1.480350 -1.134134 0.8 0.9 0.2 -0.287
H -0.521496 0.829125 -1.655628 2.0 -1.2 -0.4 0.194
H 1.217533 2.897697 0.163860 1.1 0.8 -0.3 0.472
```
Forces are in eV/Å.

Properties
**Maximum force**: 0.1113 Eh/bohr
**Orbital gap**: 8.29 eV
**Energy**: -29999.83848 eV
**SMILES**: OOC[C@@H](C=P#[PH2])OO
**HOMO**: -0.3212 hartree

***

# 2
Below is a single C3H8OS molecule, with properties calculated with ωB97M-V/def2-TZVPD.

```
13
Properties=species:S:1:pos:R:3:forces:R:3:nbo_charge:R:1
H 2.392804 0.976109 0.982244 0.5 -0.7 -1.5 0.224
H -0.414711 -1.763035 0.565023 0.0 -0.5 -0.6 0.188
C 2.262768 0.649520 -0.103991 0.3 1.8 -0.9 -0.790
C -2.100561 -0.030085 -0.204948 -1.9 -0.5 0.9 -0.261
H -2.483756 0.762735 -0.807474 -0.9 0.2 -0.6 0.198
O -0.815883 -0.211494 -0.688742 -2.0 1.2 -2.4 -0.530
H -2.785615 -0.999332 -0.227788 1.5 1.9 0.0 0.175
S 1.581666 -0.992109 -0.355425 1.9 -0.8 -0.2 0.235
C -0.050519 -0.800377 0.188223 1.4 -0.5 5.1 -0.230
H 1.503504 1.322737 -0.499645 -0.3 0.2 0.1 0.222
H -0.079602 -0.227573 1.214692 0.4 -0.4 -1.4 0.152
H -2.109443 0.414552 0.830484 0.2 -0.7 -0.6 0.169
H 3.099354 0.898352 -0.892648 -1.0 -0.9 2.1 0.249
```
Forces are in eV/Å.

Properties
**Maximum force**: 0.1043 Eh/bohr
**Orbital gap**: 9.77 eV
**ΔE to the lowest compared entry with this formula, charge and spin**: 1.519 eV
**Energy**: -16121.71832 eV
**SMILES**: COCSC
**HOMO**: -0.3231 hartree

***

# 3
Below is a single C3H8OS molecule, with properties calculated with ωB97M-V/def2-TZVPD.

```
13
Properties=species:S:1:pos:R:3:forces:R:3:nbo_charge:R:1
H -1.018633 -0.146405 -3.058849 -1.3 0.1 -1.7 0.230
H -0.603915 -1.187367 -1.735737 0.5 -2.0 0.2 0.205
C -0.790754 0.288330 0.635109 -2.4 -4.0 1.0 -0.214
C -0.688947 -0.212217 -2.078946 1.4 2.3 2.0 -0.724
H 2.349175 0.422844 1.028017 -1.8 0.2 1.5 0.199
H 1.240512 -0.857135 1.149707 -0.5 0.0 0.6 0.179
H -0.583012 -0.833045 0.431092 0.1 1.3 0.6 0.154
S -1.768299 0.587515 -0.838216 -0.6 1.1 -0.3 0.188
H 0.289252 0.313223 -2.093437 -0.4 -0.5 0.3 0.218
H 1.318313 0.246993 2.616038 -0.3 0.2 -0.6 0.194
O 0.344881 0.981483 0.788209 2.3 0.3 0.9 -0.545
H -1.397694 0.220091 1.642322 0.4 0.6 -2.0 0.193
C 1.309122 0.175690 1.514692 2.4 0.5 -2.4 -0.277
```
Forces are in eV/Å.

Properties
**Maximum force**: 0.0922 Eh/bohr
**Orbital gap**: 9.69 eV
**ΔE to the lowest compared entry with this formula, charge and spin**: 1.536 eV
**Energy**: -16121.70139 eV
**SMILES**: COCSC
**HOMO**: -0.3205 hartree

***

# 4
Below is 2 unconnected molecules or ions with the total composition C3H8OS, with properties calculated with ωB97M-V/def2-TZVPD.

```
13
Properties=species:S:1:pos:R:3:forces:R:3:nbo_charge:R:1
H 1.441915 -2.692553 1.956125 2.1 -0.1 -1.0 0.337
C -1.873638 0.481006 -1.484465 0.1 0.8 -3.7 -0.751
H -2.039615 0.992315 -0.527825 -0.8 0.0 -0.6 0.238
H -1.991446 -0.585782 -1.498551 0.0 -0.7 0.5 0.236
H -0.007214 -2.321496 1.915133 -1.0 -0.3 1.2 0.279
C -0.484155 0.870748 -1.962494 0.0 -0.4 1.4 0.403
H -2.497767 0.750996 -2.509570 0.8 -0.1 3.0 0.293
H -0.174177 0.222250 0.311965 -0.7 -1.9 0.5 0.270
S 0.763508 -0.414122 1.169858 3.6 3.2 0.1 0.589
H 0.960221 -1.653005 3.278606 0.1 1.0 0.5 0.319
H 0.087297 0.228551 -2.642631 -0.4 -0.1 -0.6 0.144
O 0.088605 1.808318 -1.456570 0.2 0.1 0.2 -0.528
C 0.907095 -1.815401 2.222224 -4.0 -1.7 -1.4 -0.828
```
Forces are in eV/Å.

Properties
**Maximum force**: 0.0938 Eh/bohr
**Orbital gap (spin up / spin down)**: 7.72 / 4.55 eV
**ΔE to the lowest compared entry with this formula, charge and spin**: 3.182 eV
**Energy**: -16110.91883 eV
**Charge**: +1
**2S+1**: 2
**HOMO (spin up / spin down)**: -0.5072 / -0.5067 hartree